No. 1
DFT (ωB97M-V/def2-TZVPD) results for C22H18F5InN6O5STe as an isolated structure.

## Properties
Energy relative to the best compared isomer or geometry (same formula, charge and spin) ... 1.3581 eV
HOMO energy ... -8.96 eV
Lowest unoccupied orbital energy ... -1.02 eV
Gap between HOMO and LUMO ... 7.9 eV

```
! RIJCOSX wB97M-V def2-TZVPD def2/J DEFGRID3
* xyz 0 1
In -0.200 2.344 -0.300
N 2.436 3.131 1.851
C 1.232 2.968 2.520
C 1.228 3.284 3.884
C 0.077 3.105 4.612
C -1.061 2.607 3.985
C -0.992 2.339 2.644
N 0.134 2.518 1.913
C 2.898 2.892 0.562
C 4.252 3.160 0.326
C 4.766 2.935 -0.927
C 3.931 2.452 -1.932
C 2.614 2.223 -1.628
N 2.101 2.426 -0.395
H 3.151 3.513 2.447
H 2.128 3.667 4.347
H 0.063 3.355 5.664
H -1.991 2.460 4.512
H -1.857 1.999 2.091
H 4.872 3.544 1.125
H 5.809 3.141 -1.126
H 4.289 2.279 -2.936
H 1.895 1.904 -2.373
O -0.184 4.367 -3.707
S -0.745 3.725 -2.558
O -2.189 3.686 -2.449
O -0.245 2.254 -2.445
O -0.160 4.282 -1.234
F -4.620 3.058 -1.261
Te -3.507 3.718 0.045
F -4.985 4.718 0.601
F -4.287 2.578 1.342
F -2.514 4.436 1.481
F -3.068 5.307 -0.764
O -2.280 2.351 -0.063
N -1.523 -4.814 -1.287
C -1.190 -6.153 -1.259
C -1.862 -7.298 -1.677
C -1.208 -8.497 -1.488
C 0.070 -8.558 -0.903
C 0.728 -7.419 -0.494
C 0.082 -6.195 -0.678
N 0.507 -4.915 -0.368
C -0.467 -4.134 -0.742
C -0.432 -2.674 -0.599
C -1.489 -1.852 -0.969
C -1.371 -0.483 -0.816
N -0.264 0.076 -0.322
C 0.756 -0.710 0.041
C 0.715 -2.079 -0.075
H -2.373 -4.420 -1.649
H -2.845 -7.256 -2.127
H -1.689 -9.416 -1.796
H 0.542 -9.523 -0.776
H 1.711 -7.458 -0.045
H -2.409 -2.243 -1.381
H -2.164 0.200 -1.096
H 1.634 -0.208 0.431
H 1.552 -2.696 0.220
*
```

Here are the natural (NBO) charges for atoms 1 to 2, given in e:
1 In 1.941
2 N -0.567

=====

No. 2
DFT (ωB97M-V/def2-TZVPD) results for C22H18N4O3S in the gas phase.

## Properties
Energy relative to the best compared isomer or geometry (same formula, charge and spin) ... 0.0000 eV
HOMO energy ... -8.26 eV
Lowest unoccupied orbital energy ... -0.57 eV
Structure (SMILES) ... CSCC[C@H](/C(O)=C(\C#N)c1nc2ccccc2[nH]1)N1C(=O)c2ccccc2C1=O
Gap between HOMO and LUMO ... 7.7 eV

```
! RIJCOSX wB97M-V def2-TZVPD def2/J DEFGRID3
* xyz 0 1
C 3.660 2.649 2.739
H 3.443 2.596 3.802
H 4.474 3.344 2.562
H 3.919 1.674 2.337
S 2.216 3.326 1.869
C 0.879 2.318 2.594
C 1.016 0.827 2.317
H 0.149 0.301 2.717
H 1.903 0.449 2.834
C 1.198 0.522 0.829
N 1.682 -0.842 0.654
C 3.029 -1.157 0.780
O 3.894 -0.365 1.058
C 3.121 -2.612 0.526
C 4.211 -3.457 0.507
C 3.980 -4.802 0.233
C 2.700 -5.275 -0.009
C 1.600 -4.421 0.012
C 1.830 -3.089 0.282
C 0.889 -1.947 0.374
O -0.309 -1.932 0.247
H 0.601 -4.782 -0.176
H 2.552 -6.324 -0.218
H 4.813 -5.488 0.210
H 5.205 -3.082 0.695
C 0.022 0.734 -0.097
C -1.283 0.942 0.256
C -1.806 0.953 1.558
N -2.362 0.991 2.564
C -2.281 1.112 -0.784
N -2.006 1.124 -2.070
C -3.203 1.297 -2.714
C -3.495 1.381 -4.070
C -4.815 1.559 -4.426
C -5.829 1.652 -3.470
C -5.559 1.570 -2.118
C -4.236 1.392 -1.752
N -3.613 1.273 -0.536
H -4.044 1.279 0.374
H -6.342 1.642 -1.379
H -6.848 1.790 -3.798
H -5.078 1.629 -5.471
H -2.711 1.310 -4.807
O 0.402 0.706 -1.360
H -0.405 0.839 -1.953
H 2.004 1.170 0.449
H 0.865 2.501 3.669
H -0.033 2.722 2.160
*
```

Here are the natural (NBO) charges for atoms 1 to 2, given in e:
1 C -0.750
2 H 0.211

=====

No. 3
DFT (ωB97M-V/def2-TZVPD) results for C22H18N8O4S3V as an isolated structure.

## Properties
Energy relative to the best compared isomer or geometry (same formula, charge and spin) ... 0.0000 eV
HOMO energy ... -10.84 eV
Lowest unoccupied orbital energy ... -5.42 eV
Gap between HOMO and LUMO ... 5.4 eV

```
! RIJCOSX wB97M-V def2-TZVPD def2/J DEFGRID3
* xyz 1 1
V -0.552 -0.547 0.402
N -0.982 0.114 4.665
C -0.530 -0.193 3.440
S -1.014 0.869 2.132
N 0.263 -1.200 3.269
N 0.623 -1.382 1.943
C 1.630 -2.182 1.807
C 2.207 -2.598 0.561
C 3.389 -3.346 0.541
C 3.920 -3.762 -0.663
C 3.268 -3.453 -1.855
C 2.088 -2.729 -1.862
C 1.571 -2.300 -0.647
O 0.421 -1.615 -0.612
H -1.673 0.831 4.796
H -0.743 -0.485 5.438
H 2.064 -2.564 2.727
H 3.880 -3.591 1.475
H 4.836 -4.335 -0.682
H 3.687 -3.787 -2.795
H 1.567 -2.490 -2.779
O 0.400 3.103 -3.561
C -0.865 2.671 -3.701
C -1.573 3.123 -4.812
C -2.878 2.728 -5.010
C -3.517 1.870 -4.110
C -2.827 1.410 -3.016
C -1.495 1.797 -2.795
C -0.786 1.284 -1.643
O -1.391 0.364 -0.879
N 0.406 1.645 -1.299
N 0.806 1.013 -0.134
C 1.876 1.546 0.382
S 2.669 2.874 -0.403
C 4.118 2.845 0.683
C 3.652 2.449 2.067
S 2.554 1.016 1.885
H 0.780 2.750 -2.739
H -1.072 3.791 -5.499
H -3.414 3.094 -5.875
H -4.545 1.578 -4.269
H -3.306 0.762 -2.296
H 4.548 3.846 0.679
H 4.848 2.141 0.286
H 3.098 3.252 2.551
H 4.479 2.143 2.707
N -2.924 -2.857 2.416
C -2.963 -1.739 1.679
O -1.937 -1.588 0.854
C -3.967 -0.803 1.770
C -4.979 -1.032 2.745
N -5.729 -1.302 3.576
C -4.043 0.321 0.908
N -4.102 1.234 0.210
H -3.689 -3.096 3.026
H -2.151 -3.489 2.315
*
```

Here are the natural (NBO) charges for atoms 1 to 2, given in e:
1 V 1.158
2 N -0.768

=====

No. 4
DFT (ωB97M-V/def2-TZVPD) results for C22H19AsBrCuN4O8 as an isolated structure.

## Properties
Energy relative to the best compared isomer or geometry (same formula, charge and spin) ... 0.0000 eV
HOMO energy ... -2.27 eV
Lowest unoccupied orbital energy ... 3.72 eV
Gap between HOMO and LUMO ... 6.0 eV

```
! RIJCOSX wB97M-V def2-TZVPD def2/J DEFGRID3
* xyz -2 1
Cu -1.715 0.287 1.049
O 0.861 3.549 1.189
C -0.205 2.912 1.107
O -0.320 1.686 1.404
C -1.449 3.697 0.697
C -1.310 5.057 0.635
C -2.368 5.904 0.274
C -3.613 5.372 -0.025
C -3.785 4.017 0.057
C -2.723 3.069 0.368
O -2.921 1.841 0.285
N -5.133 3.534 -0.212
O -5.588 2.655 0.488
O -5.796 4.138 -1.053
N -2.182 7.321 0.221
O -1.080 7.786 0.492
O -3.140 8.034 -0.080
H -0.340 5.471 0.868
H -4.437 6.011 -0.305
Br 4.850 -1.993 -2.347
C 3.855 -0.734 -1.282
C 4.256 0.590 -1.306
C 3.535 1.467 -0.511
C 2.480 0.993 0.255
C 2.174 -0.357 0.178
N 2.857 -1.218 -0.591
H 5.086 0.908 -1.919
H 3.785 2.521 -0.488
H 1.888 1.659 0.873
H 1.343 -0.757 0.749
C 0.928 -3.612 0.965
As 0.259 -3.667 -0.874
C -0.892 -5.238 -0.624
C 1.801 -4.593 -1.760
C 2.498 -5.637 -0.962
C 3.574 -5.294 -0.141
C 4.214 -6.246 0.637
C 3.795 -7.570 0.612
C 2.732 -7.929 -0.204
C 2.093 -6.973 -0.982
H 1.102 -4.617 1.352
H 0.172 -3.110 1.569
H 1.854 -3.039 0.995
H -0.344 -6.063 -0.165
H -1.303 -5.558 -1.583
H -1.709 -4.945 0.038
H 2.489 -3.787 -2.020
H 1.393 -5.005 -2.685
H 3.902 -4.260 -0.117
H 5.043 -5.951 1.269
H 4.292 -8.314 1.222
H 2.394 -8.958 -0.235
H 1.265 -7.262 -1.619
O -2.678 -3.779 1.881
C -2.364 -2.645 1.599
N -2.040 -1.551 1.305
*
```

Here are the natural (NBO) charges for atoms 1 to 2, given in e:
1 Cu 0.840
2 O -0.750

=====

No. 5
DFT (ωB97M-V/def2-TZVPD) results for C22H19BrClIIrN2O2 as an isolated structure.

## Properties
Energy relative to the best compared isomer or geometry (same formula, charge and spin) ... 2.0765 eV
HOMO energy (alpha / beta) ... -8.08 / -10.97 eV
Lowest unoccupied orbital energy (alpha / beta) ... -4.34 / -6.60 eV
Gap between HOMO and LUMO (alpha / beta) ... 3.7 / 4.4 eV

```
! RIJCOSX wB97M-V def2-TZVPD def2/J DEFGRID3
* xyz 1 5
Ir -0.185 -0.469 -2.248
C -2.926 1.973 -3.317
O -2.314 2.031 -1.985
C -2.932 1.380 -0.923
C -4.268 1.530 -0.467
C -4.778 0.708 0.567
Br -6.596 0.545 0.680
C -3.886 -0.023 1.374
C -2.485 0.216 1.136
C -2.040 0.720 -0.121
O -0.726 0.657 -0.613
C -1.589 -0.127 2.235
N -1.803 -0.960 3.240
C -0.610 -0.942 3.942
C -0.442 -1.658 5.113
C 0.682 -1.393 5.827
C 1.615 -0.363 5.455
C 1.455 0.376 4.258
C 0.276 0.095 3.541
N -0.298 0.498 2.313
H -3.394 2.932 -3.476
H -3.636 1.141 -3.358
H -2.122 1.797 -3.995
H -4.865 2.332 -0.899
H -4.254 -0.682 2.161
H -0.091 0.420 0.114
H -1.265 -2.167 5.643
H 1.056 -2.071 6.641
H 2.361 0.011 6.238
H 2.228 1.051 3.943
H -0.088 1.464 2.019
Cl 2.848 0.293 0.615
C 3.480 -0.157 -0.959
C 4.525 -1.062 -0.921
C 4.987 -1.506 -2.211
C 4.677 -0.846 -3.404
C 3.648 0.103 -3.389
C 2.859 0.220 -2.218
C 1.475 0.795 -2.366
H 4.813 -1.476 0.098
H 5.595 -2.430 -2.276
H 5.405 -0.973 -4.184
H 3.421 0.737 -4.199
H 1.229 0.934 -3.412
H 1.267 1.657 -1.713
I -2.619 -1.531 -2.907
C 0.181 -1.600 -3.598
H -0.433 -1.544 -4.494
H 0.561 -2.634 -3.500
*
```

Here are the natural (NBO) charges for atoms 1 to 2, given in e:
1 Ir 0.924
2 C -0.249

=====

No. 6
DFT (ωB97M-V/def2-TZVPD) results for C22H19Cl4NO5PReS as an isolated structure.

## Properties
Energy relative to the best compared isomer or geometry (same formula, charge and spin) ... 0.3984 eV
HOMO energy (alpha / beta) ... -7.59 / -7.57 eV
Lowest unoccupied orbital energy (alpha / beta) ... -1.13 / -2.31 eV
Gap between HOMO and LUMO (alpha / beta) ... 6.5 / 5.3 eV

```
! RIJCOSX wB97M-V def2-TZVPD def2/J DEFGRID3
* xyz 0 3
Re 1.154 -0.172 -0.449
Cl 2.437 -1.958 6.063
C 1.780 -1.827 4.481
C 0.708 -2.650 4.114
Cl 0.057 -3.758 5.255
C 0.176 -2.572 2.838
Cl -1.149 -3.577 2.381
C 0.704 -1.678 1.895
O 0.290 -1.558 0.686
C 1.795 -0.820 2.281
O 2.253 -0.024 1.375
C 2.309 -0.910 3.581
Cl 3.615 0.119 4.027
S 2.884 2.196 -2.346
C 2.115 1.124 -1.524
C 0.946 5.299 0.651
C -0.253 5.016 0.016
C -0.644 3.708 -0.187
C 0.169 2.650 0.240
C 1.390 2.947 0.862
C 1.762 4.260 1.073
N -0.225 1.341 -0.003
C -1.513 0.957 0.307
C -2.146 1.395 1.482
C -3.417 0.959 1.798
C -4.088 0.073 0.968
C -3.478 -0.359 -0.201
C -2.217 0.084 -0.539
H 1.254 6.323 0.801
H -0.877 5.824 -0.338
H -1.562 3.481 -0.704
H 2.028 2.140 1.191
H 2.700 4.474 1.563
H -1.614 2.055 2.153
H -3.893 1.304 2.707
H -5.078 -0.279 1.226
H -4.000 -1.038 -0.863
H -1.756 -0.197 -1.474
C -0.942 -1.599 -4.553
O -0.663 -0.928 -3.324
P 0.480 -1.476 -2.343
O 1.651 -1.794 -3.389
C 3.040 -1.655 -3.112
O 0.057 -3.006 -2.066
C -1.123 -3.355 -1.343
H -1.974 -1.363 -4.804
H -0.811 -2.678 -4.453
H -0.277 -1.232 -5.336
H 3.558 -1.971 -4.017
H 3.348 -2.292 -2.283
H 3.293 -0.616 -2.885
H -1.059 -4.429 -1.155
H -2.016 -3.139 -1.935
H -1.178 -2.820 -0.394
*
```

Here are the natural (NBO) charges for atoms 1 to 2, given in e:
1 Re 1.011
2 Cl 0.048

=====

No. 7
DFT (ωB97M-V/def2-TZVPD) results for C22H19IrN3OPS as an isolated structure.

## Properties
Energy relative to the best compared isomer or geometry (same formula, charge and spin) ... 3.6772 eV
HOMO energy (alpha / beta) ... -17.33 / -17.32 eV
Lowest unoccupied orbital energy (alpha / beta) ... -12.41 / -13.60 eV
Gap between HOMO and LUMO (alpha / beta) ... 4.9 / 3.7 eV

```
! RIJCOSX wB97M-V def2-TZVPD def2/J DEFGRID3
* xyz 3 2
Ir 1.317 0.252 -0.866
O 3.057 -0.946 -1.002
N 4.060 -0.914 -0.171
C 5.221 -1.478 -0.532
C 6.317 -1.456 0.308
C 6.226 -0.820 1.548
C 5.022 -0.255 1.920
C 3.923 -0.321 1.057
S 2.394 0.328 1.497
H 5.232 -1.940 -1.510
H 7.239 -1.928 -0.007
H 7.081 -0.758 2.205
H 4.902 0.254 2.866
N -1.275 1.453 0.252
P -1.008 -0.140 -0.319
C -2.600 -0.338 -1.219
C -3.625 -1.159 -0.752
C -4.812 -1.223 -1.464
C -4.977 -0.446 -2.606
C -3.936 0.335 -3.093
C -2.750 0.416 -2.386
C -1.176 -1.380 1.012
C -1.601 -1.157 2.315
C -1.798 -2.258 3.140
C -1.541 -3.540 2.677
C -1.092 -3.760 1.383
C -0.904 -2.673 0.548
C -0.588 2.562 -0.206
C -1.152 3.845 -0.148
C -0.430 4.929 -0.616
C 0.846 4.724 -1.136
C 1.338 3.428 -1.172
N 0.639 2.380 -0.731
H -2.170 1.663 0.691
H -3.521 -1.735 0.156
H -5.612 -1.858 -1.110
H -5.939 -0.433 -3.103
H -4.049 0.890 -4.014
H -1.937 1.028 -2.754
H -1.810 -0.166 2.684
H -2.179 -2.107 4.140
H -1.698 -4.388 3.332
H -0.878 -4.757 1.025
H -0.541 -2.826 -0.462
H -2.146 3.983 0.250
H -0.853 5.923 -0.569
H 1.449 5.541 -1.503
H 2.332 3.230 -1.553
*
```

Here are the natural (NBO) charges for atoms 1 to 2, given in e:
1 Ir 0.903
2 O -0.560

=====

No. 8
DFT (ωB97M-V/def2-TZVPD) results for C22H19N4O2S3V as an isolated structure.

## Properties
Energy relative to the best compared isomer or geometry (same formula, charge and spin) ... 0.3575 eV
HOMO energy (alpha / beta) ... -10.07 / -10.50 eV
Lowest unoccupied orbital energy (alpha / beta) ... -5.47 / -5.02 eV
Gap between HOMO and LUMO (alpha / beta) ... 4.6 / 5.5 eV

```
! RIJCOSX wB97M-V def2-TZVPD def2/J DEFGRID3
* xyz 1 2
V -0.800 1.526 0.372
C 4.252 1.102 -0.883
O 2.875 0.665 -0.652
C 2.261 0.082 -1.706
C 2.785 -0.074 -2.976
C 1.999 -0.704 -3.966
C 0.639 -0.754 -3.857
C 0.070 -0.492 -2.624
C 0.881 -0.183 -1.546
N 0.275 -0.102 -0.275
N -1.018 -0.555 -0.225
C -1.358 -1.515 0.673
C -0.677 -1.449 2.085
O -0.414 -0.352 2.598
C -0.570 -2.796 2.676
C -1.201 -3.863 2.202
C -2.028 -3.769 0.972
C -2.644 -4.916 0.399
C -3.417 -4.868 -0.767
C -3.698 -3.590 -1.346
C -3.184 -2.429 -0.791
C -2.254 -2.517 0.302
H 4.317 1.596 -1.841
H 4.874 0.206 -0.854
H 4.523 1.790 -0.014
H 3.853 0.156 -3.179
H 2.482 -1.104 -4.863
H 0.077 -0.925 -4.747
H -1.011 -0.535 -2.520
H -0.002 -2.801 3.621
H -1.092 -4.842 2.646
H -2.367 -5.874 0.851
H -3.849 -5.793 -1.086
H -4.326 -3.491 -2.228
H -3.356 -1.461 -1.194
S -3.369 4.756 -0.899
C -2.691 3.308 -0.429
S -2.962 2.125 0.824
S -1.380 2.536 -1.379
C 1.981 3.735 0.531
C 1.195 3.426 1.758
N 0.158 2.595 1.874
C -0.299 2.743 3.211
C 0.588 3.514 3.931
N 1.473 4.025 2.943
H 1.681 4.697 0.067
H 1.854 2.868 -0.152
H 3.085 3.817 0.784
H -1.169 2.196 3.593
H 0.641 3.673 4.995
H 2.318 4.619 3.090
*
```

Here are the natural (NBO) charges for atoms 1 to 2, given in e:
1 V 1.017
2 C -0.256

=====

Repeat the third record exactly.
DFT (ωB97M-V/def2-TZVPD) results for C22H18N8O4S3V as an isolated structure.

## Properties
Energy relative to the best compared isomer or geometry (same formula, charge and spin) ... 0.0000 eV
HOMO energy ... -10.84 eV
Lowest unoccupied orbital energy ... -5.42 eV
Gap between HOMO and LUMO ... 5.4 eV

```
! RIJCOSX wB97M-V def2-TZVPD def2/J DEFGRID3
* xyz 1 1
V -0.552 -0.547 0.402
N -0.982 0.114 4.665
C -0.530 -0.193 3.440
S -1.014 0.869 2.132
N 0.263 -1.200 3.269
N 0.623 -1.382 1.943
C 1.630 -2.182 1.807
C 2.207 -2.598 0.561
C 3.389 -3.346 0.541
C 3.920 -3.762 -0.663
C 3.268 -3.453 -1.855
C 2.088 -2.729 -1.862
C 1.571 -2.300 -0.647
O 0.421 -1.615 -0.612
H -1.673 0.831 4.796
H -0.743 -0.485 5.438
H 2.064 -2.564 2.727
H 3.880 -3.591 1.475
H 4.836 -4.335 -0.682
H 3.687 -3.787 -2.795
H 1.567 -2.490 -2.779
O 0.400 3.103 -3.561
C -0.865 2.671 -3.701
C -1.573 3.123 -4.812
C -2.878 2.728 -5.010
C -3.517 1.870 -4.110
C -2.827 1.410 -3.016
C -1.495 1.797 -2.795
C -0.786 1.284 -1.643
O -1.391 0.364 -0.879
N 0.406 1.645 -1.299
N 0.806 1.013 -0.134
C 1.876 1.546 0.382
S 2.669 2.874 -0.403
C 4.118 2.845 0.683
C 3.652 2.449 2.067
S 2.554 1.016 1.885
H 0.780 2.750 -2.739
H -1.072 3.791 -5.499
H -3.414 3.094 -5.875
H -4.545 1.578 -4.269
H -3.306 0.762 -2.296
H 4.548 3.846 0.679
H 4.848 2.141 0.286
H 3.098 3.252 2.551
H 4.479 2.143 2.707
N -2.924 -2.857 2.416
C -2.963 -1.739 1.679
O -1.937 -1.588 0.854
C -3.967 -0.803 1.770
C -4.979 -1.032 2.745
N -5.729 -1.302 3.576
C -4.043 0.321 0.908
N -4.102 1.234 0.210
H -3.689 -3.096 3.026
H -2.151 -3.489 2.315
*
```

Here are the natural (NBO) charges for atoms 1 to 2, given in e:
1 V 1.158
2 N -0.768